Entry 1:
{
  "formula": "C45H41Cl3N8OPdS3",
  "method": "the ωB97M-V functional and the def2-TZVPD basis",
  "multiplicity": 3,
  "de_lowest_kj_mol": 16.8,
  "elements": ["H", "H", "H", "H", "H", "H", "C", "H", "C", "C", "C", "H", "C", "H", "H", "H", "N", "H", "S", "H", "C", "C", "N", "H", "C", "C", "H", "C", "H", "N", "C", "H", "C", "H", "C", "Cl", "H", "H", "N", "C", "C", "H", "H", "C", "H", "H", "S", "C", "C", "C", "C", "H", "H", "C", "C", "H", "C", "H", "H", "Pd", "C", "C", "C", "N", "H", "H", "H", "H", "C", "C", "C", "H", "S", "C", "C", "C", "C", "C", "O", "N", "C", "H", "Cl", "C", "H", "C", "C", "C", "C", "C", "N", "C", "H", "H", "Cl", "H", "C", "C", "N", "H", "H", "C"],
  "xyz": [[-0.709, -3.106, 1.331], [-0.926, -4.121, 3.463], [3.694, -2.460, 0.567], [-3.366, 0.309, 0.552], [8.658, -1.205, -1.253], [-5.091, 0.118, -4.374], [-3.225, -7.461, -3.046], [-0.444, 1.940, 2.357], [0.348, -2.677, 4.535], [6.766, -1.453, -0.273], [-4.218, -4.027, -0.839], [-5.095, -4.182, -0.219], [-5.586, -0.669, -3.817], [7.218, -1.712, 0.682], [-0.539, -4.808, 6.847], [3.281, 4.021, 2.494], [-3.580, -2.777, -0.421], [-5.812, -6.317, -4.186], [1.118, -2.745, 7.195], [-3.861, -1.923, -3.718], [-6.853, -2.674, -2.366], [7.004, -0.889, -2.594], [-1.101, 1.340, -0.529], [1.851, -0.167, 2.814], [1.191, -3.240, -1.317], [-0.234, -2.640, 2.173], [-1.551, -8.882, -2.862], [0.044, -1.874, -2.964], [-0.902, -4.840, 5.175], [-2.030, -1.281, -0.038], [2.656, 3.229, 2.093], [0.494, 0.063, -3.813], [-3.697, -6.554, -4.055], [5.197, 1.581, 0.858], [1.091, 1.207, 1.064], [-7.746, -3.818, -1.401], [-1.040, -0.640, -4.352], [-3.727, -7.589, -2.089], [2.974, 0.534, -0.350], [1.211, -1.007, 3.005], [4.559, -1.851, 0.846], [-0.898, -2.984, -4.539], [-3.685, -3.878, -2.892], [0.567, 2.072, 2.010], [7.626, -0.676, -3.459], [1.766, -1.114, 5.038], [-1.600, -7.701, -4.997], [0.053, -4.306, -3.142], [4.625, 2.504, 0.687], [-5.508, -2.846, -2.716], [-2.108, -8.138, -3.423], [1.105, -5.372, -1.596], [3.042, -1.638, -2.609], [-4.910, -1.819, -3.444], [-2.255, -2.526, -0.415], [-4.915, -4.874, -4.611], [-6.911, -0.541, -3.458], [-0.879, 0.056, -2.733], [-0.244, -5.203, -3.678], [-0.198, -0.170, 0.462], [3.189, 2.371, 1.143], [0.812, -4.401, -1.983], [-2.896, -6.590, -5.148], [-0.614, -4.308, 5.981], [1.767, -3.294, -0.400], [5.121, 3.298, 1.242], [4.702, 2.753, -0.381], [-1.513, -3.258, -0.707], [1.341, 3.090, 2.531], [-7.551, -1.533, -2.738], [1.166, -1.543, 4.247], [-5.315, -1.574, 0.086], [-2.449, 3.375, -1.882], [-4.609, -4.009, -2.319], [5.374, -1.448, -0.363], [4.811, -1.122, -1.609], [-3.268, -0.718, 0.238], [-4.945, -5.721, -3.922], [-5.163, -5.278, -2.589], [3.398, -1.110, -1.835], [-4.236, -1.631, 0.003], [0.927, 3.770, 3.271], [-3.077, -5.657, -6.579], [0.813, -1.986, -1.797], [4.173, -0.993, 1.402], [-0.317, -3.053, -3.621], [7.580, -1.178, -1.362], [0.256, -3.259, 5.848], [-1.667, 2.193, -1.096], [2.374, 1.362, 0.615], [1.211, -0.809, -1.094], [-0.330, -3.218, 3.395], [-8.590, -1.422, -2.456], [3.931, 0.749, -0.568], [-7.794, 0.883, -3.904], [-3.533, -4.856, -0.677], [-0.373, -0.528, -3.495], [5.625, -0.853, -2.708], [0.493, -1.499, 1.919], [5.158, -0.607, -3.659], [5.173, -2.434, 1.532], [2.466, -0.484, -1.064]],
  "lowdin_spin": [0.01, 0.00, 0.00, 0.00, 0.00, 0.00, 0.00, 0.01, 0.19, 0.00, 0.00, 0.00, 0.00, 0.00, 0.00, 0.00, 0.00, 0.00, 0.17, 0.00, 0.00, 0.00, 0.03, 0.01, 0.01, 0.08, 0.00, 0.01, 0.00, 0.00, 0.00, 0.00, 0.00, 0.00, 0.03, 0.00, 0.00, 0.00, 0.00, 0.10, 0.00, 0.00, 0.00, 0.02, 0.00, 0.00, 0.00, 0.01, 0.00, 0.00, 0.00, 0.00, 0.00, 0.00, 0.00, 0.00, 0.00, 0.00, 0.00, 0.67, 0.00, 0.00, 0.00, 0.04, 0.00, 0.00, 0.00, 0.00, 0.00, 0.00, 0.05, 0.00, 0.01, 0.00, 0.00, 0.00, 0.00, 0.00, 0.00, 0.00, 0.00, 0.00, 0.00, 0.00, 0.00, 0.00, 0.00, 0.10, 0.01, 0.00, 0.14, 0.05, 0.00, 0.00, 0.00, 0.00, 0.00, 0.00, 0.23, 0.00, 0.00, 0.01]
}

---

Entry 2:
{
  "formula": "C5H9N2",
  "method": "the ωB97M-V functional and the def2-TZVPD basis",
  "de_lowest_kj_mol": 128.8,
  "smiles": "CCc1[nH]cc[nH+]1",
  "charge": 1,
  "elements": ["C", "C", "C", "H", "H", "N", "H", "H", "H", "N", "H", "H", "C", "C", "H", "H"],
  "xyz": [[-1.169, 0.457, 0.483], [-2.268, -0.139, -0.381], [2.174, -0.876, 0.124], [-2.748, -0.898, 0.163], [0.505, 1.792, -0.624], [1.037, 0.982, -0.234], [3.157, 0.966, -0.602], [-1.809, -0.432, -1.278], [-1.146, 1.499, 0.408], [0.845, -1.046, 0.296], [2.842, -1.709, 0.050], [0.462, -1.818, 0.759], [0.174, 0.043, 0.174], [2.346, 0.380, -0.290], [-1.381, 0.172, 1.522], [-3.021, 0.626, -0.571]],
  "nbo_charge": [-0.46, -0.59, -0.06, 0.23, 0.46, -0.48, 0.26, 0.21, 0.23, -0.45, 0.27, 0.44, 0.47, -0.03, 0.26, 0.24]
}

---

Entry 3:
{
  "formula": "C22H44Cl8O6",
  "method": "the ωB97M-V functional and the def2-TZVPD basis",
  "multiplicity": 2,
  "charge": 1,
  "elements": ["Cl", "H", "O", "C", "H", "H", "H", "H", "H", "Cl", "C", "C", "H", "C", "Cl", "C", "H", "H", "H", "H", "C", "H", "H", "H", "H", "C", "O", "H", "H", "C", "H", "H", "H", "H", "C", "H", "O", "H", "C", "Cl", "H", "H", "H", "O", "H", "C", "H", "H", "O", "H", "C", "H", "H", "H", "C", "H", "H", "H", "C", "C", "O", "C", "C", "C", "H", "C", "Cl", "H", "C", "H", "C", "H", "H", "H", "H", "Cl", "Cl", "H", "Cl", "C"],
  "xyz": [[-28.267, -29.191, -17.565], [-24.569, -31.637, -18.971], [-27.647, -32.548, -21.461], [-23.069, -34.275, -18.099], [-20.263, -31.281, -21.685], [-21.617, -36.056, -16.633], [-30.735, -33.660, -21.905], [-22.146, -37.530, -17.338], [-26.500, -27.797, -16.639], [-21.445, -26.994, -22.251], [-20.361, -32.158, -22.325], [-26.951, -35.172, -18.426], [-24.195, -32.090, -14.421], [-21.860, -36.510, -17.594], [-28.630, -35.296, -18.996], [-27.563, -28.358, -21.620], [-24.625, -32.397, -16.147], [-21.084, -36.450, -18.357], [-26.997, -35.749, -17.503], [-27.453, -28.977, -20.730], [-28.997, -27.877, -21.717], [-21.379, -32.421, -22.615], [-30.138, -27.420, -20.028], [-18.712, -35.092, -21.865], [-19.008, -34.197, -23.358], [-23.330, -30.730, -15.811], [-29.775, -28.291, -22.569], [-30.246, -32.672, -20.494], [-25.093, -34.477, -23.906], [-23.035, -35.823, -18.104], [-24.609, -34.820, -25.582], [-24.621, -30.824, -25.537], [-28.851, -33.883, -24.017], [-27.455, -29.082, -22.428], [-29.454, -26.901, -20.700], [-23.181, -26.118, -20.573], [-23.653, -30.244, -16.889], [-25.460, -31.533, -24.070], [-24.521, -31.375, -24.601], [-24.759, -29.422, -19.828], [-17.824, -33.591, -22.181], [-23.885, -30.885, -23.864], [-26.332, -35.561, -19.235], [-22.664, -32.926, -25.012], [-22.369, -33.888, -17.358], [-22.468, -30.074, -14.851], [-22.962, -33.881, -19.109], [-28.524, -26.597, -20.220], [-23.971, -36.470, -18.598], [-25.576, -31.550, -20.343], [-26.743, -28.860, -16.662], [-27.415, -34.586, -23.133], [-30.467, -31.865, -22.015], [-22.481, -27.597, -20.118], [-24.904, -34.036, -24.885], [-23.050, -32.813, -15.519], [-19.714, -31.888, -23.159], [-25.982, -29.419, -17.206], [-23.922, -32.828, -24.877], [-24.638, -31.159, -19.949], [-20.348, -33.833, -20.538], [-30.146, -32.806, -21.571], [-28.633, -33.083, -21.946], [-23.848, -32.074, -15.454], [-23.082, -29.692, -14.036], [-18.784, -34.093, -22.296], [-21.110, -25.748, -19.562], [-24.016, -34.008, -17.629], [-22.238, -26.663, -20.625], [-25.885, -33.705, -25.225], [-19.812, -33.323, -21.548], [-21.582, -30.569, -14.455], [-29.866, -26.004, -21.162], [-22.074, -29.131, -15.231], [-29.101, -34.891, -22.666], [-23.387, -31.704, -21.139], [-26.607, -33.506, -17.945], [-26.704, -27.690, -21.571], [-26.839, -29.445, -14.997], [-28.409, -34.145, -23.056]],
  "lowdin_spin": [0.00, 0.00, 0.00, 0.00, 0.00, 0.00, 0.00, 0.00, 0.00, 0.00, 0.08, 0.00, 0.00, 0.00, 0.00, 0.00, 0.00, 0.00, 0.00, 0.00, 0.00, 0.00, 0.00, 0.00, 0.00, 0.00, 0.00, 0.00, 0.00, 0.00, 0.00, 0.00, 0.00, 0.00, 0.00, 0.00, 0.00, 0.00, 0.00, 0.00, 0.00, 0.00, 0.00, 0.00, 0.00, 0.00, 0.00, 0.00, 0.00, 0.00, 0.00, 0.00, 0.00, 0.00, 0.00, 0.00, 0.00, 0.00, 0.00, 0.00, 0.71, 0.00, 0.00, 0.00, 0.00, 0.08, 0.00, 0.00, 0.00, 0.00, 0.10, 0.00, 0.00, 0.00, 0.00, 0.01, 0.00, 0.00, 0.00, 0.00]
}

---

Entry 4:
{
  "formula": "C5H14N2PS",
  "method": "the ωB97M-V functional and the def2-TZVPD basis",
  "de_lowest_kj_mol": 202.9,
  "charge": 1,
  "elements": ["N", "H", "P", "H", "H", "H", "H", "C", "H", "H", "H", "H", "H", "C", "C", "H", "C", "S", "H", "H", "C", "N", "H"],
  "xyz": [[-0.523, -1.125, 0.314], [1.342, 3.981, 1.958], [-0.034, -1.264, -1.132], [1.093, -3.434, -1.179], [-2.199, -2.727, 0.443], [-0.492, 2.029, 2.790], [2.203, -2.017, -0.807], [-1.009, -1.204, -2.609], [-1.962, -0.855, -2.676], [-0.480, -0.430, 2.163], [1.368, 2.934, 0.624], [-0.432, 1.440, -0.071], [-0.503, -1.847, -3.431], [1.349, -2.379, -1.444], [-0.529, -0.068, 1.127], [-2.851, -3.075, 0.582], [-0.186, 2.302, 1.779], [0.110, 0.459, -2.218], [1.695, -2.323, -2.474], [-0.795, 3.208, 1.414], [1.235, 2.918, 1.728], [-0.436, 1.152, 0.877], [2.037, 2.327, 2.242]],
  "nbo_charge": [-1.01, 0.25, 1.65, 0.29, -0.03, 0.22, 0.28, -0.71, 0.26, 0.21, 0.20, 0.42, 0.28, -0.99, 0.43, 0.02, -0.23, -0.16, 0.28, 0.23, -0.62, -0.50, 0.23]
}

---

Table of DFT total energy (eV), in record order: -134851.8423, -8304.3969, -135980.7133, -28508.0123